1.
# C9H24AuClI2N2P2

C9H24AuClI2N2P2 as an isolated structure in a non-equilibrium geometry (the ωB97M-V functional and the def2-TZVPD basis, OMol25).

Each line ends with the Löwdin spin population.
Element x y z (Å)
I: 1.32 -2.22 0.64  0.513
I: -0.91 2.05 -1.36  0.536
Au: 0.63 -0.25 -1.17  0.289
P: 2.48 1.05 -0.47  -0.009
C: 2.40 1.75 1.21  0.002
C: 4.03 0.09 -0.51  -0.002
H: 4.87 0.79 -0.42  -0.001
H: 3.77 2.87 -1.35  -0.001
H: 4.09 -0.45 -1.46  0.000
H: 2.75 2.12 -2.61  0.000
H: 2.29 0.93 1.93  0.000
H: 4.04 -0.64 0.30  0.000
C: 2.78 2.46 -1.57  -0.001
H: 3.31 2.33 1.42  0.000
H: 2.01 3.22 -1.43  0.001
H: 1.52 2.41 1.28  0.000
P: -1.20 -1.56 -1.90  -0.009
C: -2.58 -1.77 -0.71  0.002
C: -1.96 -0.89 -3.41  -0.002
H: 0.21 -3.20 -2.96  0.000
H: -1.50 -3.72 -2.90  0.000
H: -0.46 -3.82 -1.44  0.001
C: -0.69 -3.25 -2.34  -0.001
H: -1.18 -0.66 -4.13  0.000
H: -2.64 -1.65 -3.82  -0.001
H: -3.37 -2.40 -1.16  0.000
H: -2.98 -0.78 -0.46  0.000
H: -2.51 0.02 -3.18  0.000
H: -2.19 -2.24 0.20  0.000
Cl: 1.70 -0.63 -3.25  0.309
C: -2.19 -0.42 3.95  0.013
N: -1.70 0.68 3.14  0.108
C: -1.88 2.05 3.56  0.013
C: -1.07 0.42 2.02  0.040
N: -0.52 0.19 1.01  0.178
H: -2.66 0.00 4.85  0.000
H: -1.34 -1.07 4.21  0.005
H: -2.91 -1.00 3.35  0.006
H: -0.89 2.52 3.66  0.005
H: -2.44 2.59 2.78  0.005
H: -2.42 2.05 4.52  0.000

The HOMO-LUMO gap (spin up / spin down) is 7.04 / 3.80 eV. Its charge is +2. The expectation value of S² is 2.023. The spin multiplicity is 3.

2.
# C9H24AuClIN5OP2

C9H24AuClIN5OP2 as an isolated structure in a non-equilibrium geometry (the ωB97M-V functional and the def2-TZVPD basis, OMol25).

Each line ends with the Löwdin spin population.
Element x y z (Å)
C: -0.01 0.91 -4.64  0.097
C: 0.00 1.45 -3.19  0.225
H: 0.00 1.73 -5.38  0.014
H: -0.88 0.28 -4.87  0.003
H: 0.86 0.27 -4.88  0.001
O: 0.00 2.59 -2.80  0.222
I: -0.01 -2.66 -2.96  0.067
Au: -0.01 -0.18 -2.01  0.326
P: 2.35 -0.17 -0.91  0.357
C: 2.71 1.07 0.40  0.045
C: 3.10 -1.68 -0.18  0.049
H: 4.14 -1.89 -0.49  0.009
H: 4.36 0.55 -2.13  0.016
H: 2.47 -2.54 -0.44  0.003
H: 3.30 -0.48 -3.14  0.000
H: 2.22 0.78 1.34  0.000
H: 3.09 -1.58 0.92  0.001
C: 3.33 0.32 -2.40  0.071
H: 3.79 1.18 0.58  0.013
H: 2.86 1.21 -2.84  0.002
H: 2.29 2.03 0.08  0.000
P: -2.33 -0.14 -0.83  0.166
C: -2.70 1.21 0.35  0.015
C: -3.33 0.28 -2.31  0.036
H: -2.49 -2.50 -0.35  0.002
H: -4.15 -1.85 -0.41  0.005
H: -3.13 -1.56 1.01  0.001
C: -3.12 -1.65 -0.08  0.033
H: -3.23 -0.51 -3.06  0.001
H: -4.39 0.42 -2.06  0.008
H: -3.74 1.16 0.75  0.005
H: -2.57 2.17 -0.18  0.000
H: -2.92 1.21 -2.73  0.001
H: -2.00 1.19 1.20  0.001
Cl: 0.01 -4.00 -0.71  0.175
N: -0.69 0.19 4.31  0.001
N: -0.21 -0.46 3.22  0.002
N: -0.20 -1.82 3.22  0.001
C: 0.14 -2.06 1.96  0.003
N: 0.18 -0.96 1.18  0.021
N: -0.07 0.10 1.99  0.000
H: -0.37 1.14 4.42  0.000
H: -0.47 -0.38 5.12  0.000
H: 0.37 -3.05 1.63  0.001

The HOMO-LUMO gap (spin up / spin down) is 4.95 / 4.78 eV. Its charge is +2. The expectation value of S² is 2.029. The spin multiplicity is 3.

E_tot per entry: -2340.2026; -2281.8915 hartree